C49H35AsN7STi as an isolated structure at a distorted geometry, computed with ωB97M-V with the def2-TZVPD basis set.

The geometry in XYZ format:
```
94
Properties=species:S:1:pos:R:3:forces:R:3:lowdin_spin:R:1
As 0.265507 -0.003886 1.718874 0.0 0.0 0.8 0.005
Ti 0.418613 0.428074 -0.885976 -0.5 0.7 1.2 0.944
S -1.519956 4.298874 -0.974326 0.0 0.0 0.0 0.002
N 0.475380 1.264812 -2.853515 0.1 0.1 -0.9 0.010
N -1.708932 2.475950 0.848365 0.0 0.0 0.0 0.003
N -0.163425 1.976030 -5.449078 0.0 0.0 0.0 0.000
N 0.744577 -1.126536 -2.044436 0.5 -1.2 -1.3 0.009
N 4.147913 -2.569485 0.808525 0.0 0.0 0.0 0.000
N -0.697669 -7.096153 -5.373184 0.0 0.0 0.0 0.000
N 2.452676 -0.656372 -0.270778 -0.1 -0.1 -0.1 0.001
C 3.382231 -1.451961 4.212139 0.0 0.0 0.0 0.000
C -2.149368 1.554979 -1.333989 -0.2 0.0 -0.1 -0.002
C 1.150857 -2.448400 2.903262 -0.1 0.0 0.0 0.000
C 3.060401 -2.795446 4.320116 0.0 0.0 0.0 0.000
C 1.056897 -3.455731 -2.224718 0.0 0.0 0.0 0.000
C 0.207911 2.882288 -4.559371 0.0 0.0 0.0 0.002
C -3.207616 1.814914 -2.209109 0.0 -0.1 0.0 -0.001
C 1.429364 2.461319 0.757124 -0.1 -0.2 0.2 0.002
C -3.831583 0.767437 -2.865338 0.0 0.0 0.0 0.003
C 1.690898 3.725567 3.185341 0.0 0.0 0.0 0.000
C 2.598395 -0.603846 3.438195 0.0 0.1 0.1 0.000
C -1.159956 -0.173321 4.230654 0.0 0.0 0.0 0.000
C 3.499765 -0.311232 0.457066 0.0 0.0 0.1 0.000
C -2.558326 -0.179293 2.262484 0.0 0.0 0.0 0.000
C 1.476010 -1.096613 2.782453 0.0 -0.1 -0.2 0.000
C 2.029918 4.396061 2.021209 0.0 0.0 0.0 0.000
C -2.290688 -0.258103 5.029838 0.0 0.0 0.0 0.000
C 3.081142 -2.919989 0.087534 0.0 0.0 0.0 0.000
C -1.289524 6.084132 1.205384 0.0 0.0 0.0 0.000
C -1.232146 -4.849529 -4.759840 0.0 0.0 0.0 0.000
C 1.194543 2.428631 3.132965 0.0 0.0 0.0 0.001
C 1.899459 3.762563 0.791885 0.1 0.0 0.0 0.000
C 4.376720 -1.281054 0.958499 0.0 0.0 0.0 0.000
C -1.623523 0.256518 -1.190617 -0.3 0.2 0.3 -0.027
C 0.319255 -3.453678 -3.416125 0.1 0.0 0.0 0.002
C -1.425433 4.800531 0.681470 0.0 0.0 0.1 0.001
C 1.281187 -2.259766 -1.573609 0.0 0.0 -0.1 0.009
C -3.549898 -0.309598 4.448212 0.0 0.0 0.0 0.000
C 2.265599 -1.978814 -0.504255 0.0 0.0 0.0 0.003
C -1.645002 3.843689 2.897123 0.0 0.0 0.0 0.000
C 0.107870 0.330590 -3.760904 0.1 0.1 0.0 0.003
C 0.221645 -1.067852 -3.279753 0.0 0.0 0.0 0.004
C -0.012834 -4.715938 -4.103925 0.0 0.0 0.0 0.000
C -1.567952 3.680867 1.512233 0.0 0.1 0.0 0.000
C 0.529313 2.531208 -3.251051 0.0 0.0 0.0 0.005
C -2.328170 -0.780264 -1.807523 0.1 -0.1 0.1 0.001
C 1.940713 -3.293799 3.665349 0.0 0.0 0.0 0.000
C -0.039801 -2.221614 -3.983190 0.0 0.0 0.0 0.002
C -0.204474 0.706914 -5.054656 -0.1 -0.1 0.0 0.002
C 0.857957 -5.800023 -4.102103 0.0 0.0 0.0 0.000
C 0.470327 -6.960434 -4.755240 0.0 0.0 0.0 0.000
C -1.297080 -0.122768 2.845671 0.0 0.1 -0.1 0.000
C -1.527388 -6.059646 -5.370251 0.0 0.0 0.0 0.000
C -3.683068 -0.279397 3.066772 0.0 0.0 0.0 0.000
C -1.533330 5.114237 3.415213 0.0 0.0 0.0 0.000
C -1.740299 2.651509 -0.430550 0.1 0.0 -0.1 0.000
C -1.338895 6.222470 2.577697 0.0 0.0 0.0 0.001
C 1.054428 1.775263 1.916400 0.0 0.0 0.0 0.008
C -3.424131 -0.540005 -2.620794 0.0 0.0 0.0 -0.002
H -3.956304 -1.365615 -3.074797 0.0 0.0 0.0 0.000
H 0.899743 1.929249 4.048389 0.0 0.0 0.0 0.000
H 1.130653 -7.818119 -4.784845 0.0 0.0 0.0 0.000
H -1.955927 -4.045132 -4.772586 0.0 0.0 0.0 0.000
H 1.459610 -4.381260 -1.839048 0.0 0.0 0.0 0.000
H 4.242693 -1.055732 4.734385 0.0 0.0 0.0 0.000
H -2.661114 -0.134108 1.185388 0.0 0.0 0.1 0.000
H -4.666981 0.965366 -3.522894 0.0 0.0 0.0 0.000
H 2.865154 0.444024 3.370874 0.0 0.0 0.0 0.000
H 1.373716 2.007341 -0.243649 0.3 0.5 0.1 0.005
H -0.178641 -0.163341 4.690187 0.0 0.0 0.0 0.000
H -4.664488 -0.328537 2.615306 0.0 0.0 0.0 0.000
H -3.580860 2.824965 -2.321558 0.0 0.0 0.0 0.000
H 2.895832 -3.980115 -0.028078 0.0 0.0 0.0 0.000
H 0.257580 -2.838016 2.423026 0.0 0.0 0.0 0.000
H -1.252103 7.208280 3.012767 0.0 0.0 0.0 0.000
H 3.672758 -3.452768 4.921548 0.0 0.0 0.0 0.000
H -1.607290 5.264864 4.483686 0.0 0.0 0.0 0.000
H 1.677484 -4.338286 3.762026 0.0 0.0 0.0 0.000
H -2.186834 -0.296145 6.105823 0.0 0.0 0.0 0.000
H -1.820651 2.982349 3.529285 0.0 0.0 0.0 0.000
H 1.790368 4.222700 4.140238 0.0 0.0 0.0 0.000
H 5.266318 -0.992607 1.503605 0.0 0.0 0.0 0.000
H 2.175725 4.277451 -0.119029 0.0 0.0 0.0 0.000
H -0.480889 -2.186202 -4.968915 0.0 0.0 0.0 0.000
H 2.399021 5.411296 2.064817 0.0 0.0 0.0 0.000
H 3.645406 0.741902 0.664615 0.0 0.0 0.0 0.000
H 0.811800 3.277368 -2.517867 0.0 0.0 0.0 0.001
H -0.489685 -0.027257 -5.797744 0.0 0.0 0.0 0.000
H 1.835009 -5.743612 -3.640980 0.0 0.0 0.0 0.000
H -1.184955 6.946400 0.562218 0.0 0.0 0.0 0.000
H -1.999457 -1.806278 -1.667101 0.0 0.0 0.0 0.000
H -2.473249 -6.200654 -5.878544 0.0 0.0 0.0 0.000
H 0.253034 3.913726 -4.883740 0.0 0.0 0.0 0.000
H -4.429453 -0.378383 5.073388 0.0 0.0 0.0 0.000
```
Forces are in eV/Å.

Results
orbital gap (spin up / spin down)	6.12 / 6.23	eV
charge	+2
2S+1	2
⟨S²⟩	0.756
energy above the lowest of the compared OMol25 structures with the same formula, charge and spin	59.8	kcal per mole